ORCA calculation (ωB97M-V with the def2-TZVPD basis set) on a structure of composition C35H40F3Ge2I2PdSb.

Properties
* expectation value of S²: 2.010
* calculated total energy: -184329.6284 eV
* orbital gap (alpha / beta): 7.26 / 4.58 eV
* molar mass: 1144.907 g mol⁻¹
* HOMO energy (alpha / beta): -13.37 / -13.36 eV
* energy relative to the best compared isomer or geometry (same formula, charge and spin): 16.7 kcal/mol
* multiplicity: 3
* charge: +2

XYZ file:
```
84
C35H40F3Ge2I2PdSb (ωB97M-V with the def2-TZVPD basis set)
Pd -0.865 -0.678 -1.323
I -1.458 -3.278 -2.615
C -0.968 -2.361 -4.458
I -0.492 -0.317 -4.156
H -1.829 -2.421 -5.115
H -0.100 -2.858 -4.883
C -3.295 -3.560 0.558
C -4.047 -2.641 -0.393
Ge -3.300 -0.837 -0.598
C -4.132 0.104 -2.117
C -3.735 1.548 -2.366
C -3.683 0.060 1.098
C -2.742 0.572 1.895
Ge -1.036 0.252 0.994
C -0.678 2.041 0.123
C -0.607 3.187 1.123
C -0.193 -1.335 1.881
C 0.102 -1.206 3.369
C -2.934 1.221 3.200
C -1.837 1.688 3.919
C -2.000 2.310 5.145
C -3.274 2.476 5.667
C -4.381 2.031 4.954
C -4.212 1.409 3.731
H -3.808 -4.513 0.679
H -3.203 -3.113 1.550
H -2.278 -3.782 0.212
H -5.044 -2.440 0.013
H -4.201 -3.101 -1.368
H -5.183 0.050 -1.810
H -4.038 -0.516 -3.010
H -3.974 2.176 -1.506
H -4.273 1.956 -3.221
H -2.667 1.651 -2.574
H -4.736 0.036 1.376
H -1.580 2.137 -0.492
H 0.177 2.036 -0.559
H -1.500 3.238 1.742
H -0.535 4.123 0.568
H 0.258 3.122 1.784
H 0.695 -1.660 1.342
H -0.975 -2.088 1.709
H 0.893 -0.482 3.557
H 0.440 -2.170 3.746
H -0.777 -0.917 3.938
H -0.831 1.576 3.522
H -1.138 2.664 5.691
H -3.408 2.958 6.624
H -5.374 2.172 5.353
H -5.082 1.075 3.185
F 3.672 4.135 -5.032
C 3.250 3.193 -4.198
C 3.356 1.866 -4.580
C 2.923 0.891 -3.700
C 2.391 1.239 -2.457
C 2.294 2.586 -2.106
C 2.728 3.573 -2.972
Sb 1.789 -0.327 -1.189
C 2.983 -1.912 -1.859
C 4.346 -1.643 -2.001
C 5.211 -2.632 -2.428
C 4.692 -3.887 -2.711
F 5.519 -4.842 -3.121
C 3.347 -4.182 -2.578
C 2.493 -3.180 -2.147
C 2.627 0.093 0.696
C 2.450 1.334 1.309
C 3.001 1.592 2.552
C 3.712 0.581 3.178
F 4.233 0.816 4.378
C 3.894 -0.664 2.602
C 3.347 -0.903 1.353
H 3.778 1.617 -5.542
H 3.017 -0.149 -3.991
H 1.903 2.894 -1.144
H 2.680 4.621 -2.713
H 4.746 -0.660 -1.786
H 6.269 -2.451 -2.546
H 2.995 -5.179 -2.802
H 1.443 -3.406 -2.022
H 1.901 2.132 0.816
H 2.901 2.553 3.034
H 4.459 -1.420 3.128
H 3.491 -1.875 0.898
```